Entry 1:
Entry from OMol25: a cluster of 2 separate species, C5H9NO2 in total (ωB97M-V/def2-TZVPD).

Cartesian coordinates (Å):
C (1.00, 2.47, 0.22)
C (-0.24, 0.51, 0.00)
C (-1.44, 0.12, 0.57)
C (-0.07, -1.71, 0.86)
C (0.71, -0.68, -0.18)
H (0.74, 3.64, 0.00)
H (1.97, 2.23, -0.36)
H (1.01, 2.38, 1.39)
H (-2.44, 0.65, 0.83)
H (0.04, -2.95, 0.59)
H (0.23, -1.24, 2.06)
H (1.87, -0.63, -0.01)
H (2.10, -1.37, -2.12)
H (-0.10, -0.83, -2.05)
N (0.84, -1.37, -1.51)
O (0.09, 1.69, -0.44)
O (-1.47, -1.26, 0.62)

total charge	0
HOMO energy	-8.33	eV
max |F|	5.81	eV Å⁻¹
energy above the lowest of the compared OMol25 structures with the same formula, charge and spin	7.758	eV
orbital gap	8.7	eV

Entry 2:
Entry from OMol25: the molecule C5H9NO2 (ωB97M-V/def2-TZVPD).

Cartesian coordinates (Å):
C (0.25, -1.75, 0.64)
C (-0.09, -0.55, -0.20)
C (-1.43, -0.49, -0.87)
O (-2.22, -1.44, -0.76)
C (-0.19, 0.85, 0.52)
N (-0.97, 2.05, 0.26)
C (0.94, 0.48, -0.50)
O (2.25, 0.32, 0.01)
H (-0.62, -2.14, 1.18)
H (0.63, -2.55, 0.00)
H (0.99, -1.52, 1.41)
H (-1.56, 0.26, -1.67)
H (0.10, 0.78, 1.57)
H (-0.96, 2.37, -0.70)
H (-0.65, 2.84, 0.83)
H (0.87, 1.02, -1.45)
H (2.66, -0.51, -0.28)

total charge	0
HOMO energy	-8.47	eV
max |F|	4.46	eV Å⁻¹
SMILES	C[C@@]1(C=O)[C@H](N)[C@H]1O
energy above the lowest of the compared OMol25 structures with the same formula, charge and spin	2.958	eV
orbital gap	9.1	eV